Version i
2 unconnected molecules or ions with the total composition C3H5IS. Source: the OMol25 dataset; level of theory: the ωB97M-V functional and the def2-TZVPD basis.

Summary:
Highest occupied orbital energy = -8.9 eV
E_LUMO = 0.1 eV

Structure (ORCA input):
```
! RIJCOSX wB97M-V def2-TZVPD def2/J DEFGRID3
* xyz 0 1
C -1.2405 0.4094 0.2996
C -2.0845 -0.5490 -0.0582
C 0.8800 0.3068 0.3064
S 1.2955 -1.2250 -0.4735
I -4.2143 -0.1218 -0.0942
H -1.6969 1.3065 0.6487
H -1.7768 -1.4677 -0.3270
H 1.0896 1.2341 -0.2459
H 0.9802 0.4881 1.3159
H 1.5804 -2.1661 0.4415
*
```

---

Version ii
A molecular structure, C3H5IS. Source: the OMol25 dataset; level of theory: the ωB97M-V functional and the def2-TZVPD basis.

Summary:
Highest occupied orbital energy = -7.5 eV
E_LUMO = 0.5 eV

Structure (ORCA input):
```
! RIJCOSX wB97M-V def2-TZVPD def2/J DEFGRID3
* xyz 0 1
C -0.0075 -0.8280 0.2696
C -0.3881 0.6087 0.6485
C 0.9848 -0.1043 -0.6622
S -1.7275 1.3746 -0.0948
I 2.9595 -0.0568 0.0182
H 0.2818 -1.3763 1.1545
H -0.7655 -1.2381 -0.3735
H 0.1796 1.2635 1.2936
H 0.6301 0.0887 -1.6011
H -2.1472 0.2680 -0.6529
*
```

---

According to the calculations, the structures order from most to least stable as version ii, version i.